1.
A cluster of 13 separate species, C21H68N4O13 in total at a distorted geometry. Source: OMol25; level of theory: ωB97M-V/def2-TZVPD.

**HOMO-LUMO gap**: 8.44 eV
**F_max**: 10.55 eV/Å
**E_HOMO**: -8.48 eV
**Energy above the lowest of the compared OMol25 structures with the same formula, charge and spin**: 643.8 kJ/mol
**E_tot**: -55446.806 eV

```
! wB97M-V def2-TZVPD RIJCOSX def2/J DEFGRID3
* xyz 0 1
H 4.20011 1.52017 1.37798
H -1.40489 1.10617 2.13998
H 2.46411 -2.75083 4.34198
H 2.95211 0.72817 0.52798
C -1.89089 0.17117 2.37798
C 3.88511 -3.13483 2.62998
O -3.38489 0.57117 4.07898
C -2.73589 3.68717 0.73398
H -5.03689 -0.72583 3.04498
H -3.02689 -1.86983 -0.37802
O 1.38511 -3.41383 -1.01802
O -1.42689 -2.67883 -3.01602
C -3.00489 2.63417 -0.27102
C -3.26789 0.39917 2.84098
C 3.44911 -1.20783 -1.61502
C -0.59289 3.52217 -3.43302
H -0.19389 -2.59583 -4.72902
C 4.30911 -4.55383 2.45598
H 1.71711 4.38417 -0.88402
H -0.42189 -0.68683 -1.77402
H -1.32089 -0.40483 3.05198
H 2.24011 -4.67683 0.34398
H 2.19411 2.13317 2.27298
H 3.90611 -5.34783 3.10298
H -3.55289 1.83417 0.16298
H 0.25811 -3.69383 -3.57602
H 0.08611 3.70817 -0.74702
H 1.71011 -4.07283 -1.61802
H 4.55411 0.18617 0.44598
H -0.59689 2.87517 -4.24302
H -0.89789 -3.07683 3.46498
H -0.36689 -1.93283 2.20698
N 0.03311 -1.02483 -0.94302
H -2.37189 5.88917 0.54298
H -3.53289 2.85917 -1.22802
H -3.70089 1.17317 2.30398
H 4.33211 -1.58983 3.11498
O 3.45511 -0.15183 2.24498
H 3.89511 -2.74683 1.65898
H -0.42489 0.11117 -5.15202
C 1.42911 -3.89583 0.27098
H 3.07711 -1.91483 -2.30402
H -2.99989 1.37117 4.19398
H 1.47211 4.26517 -3.30602
H 2.51511 -0.09183 2.33698
H -4.14289 4.48417 1.41998
H -3.60989 -1.79483 2.99198
C -1.65989 -3.42383 1.71098
C -3.21689 -0.36983 -1.71502
H 4.17811 -4.71283 1.39598
O 1.32611 2.46217 -2.61802
C -2.68189 5.03317 0.00298
O -2.38289 -4.55783 2.11998
H 1.52611 -3.17583 1.11298
H 1.85911 -3.85183 3.32398
H 4.49411 -1.17483 -1.76802
H -4.38589 -0.90683 1.53498
C 2.08211 3.13317 1.88498
O -3.51589 -1.63383 -1.14102
H -2.04589 2.30817 -0.62102
H 0.62411 -1.94283 -0.93202
H -1.93389 -3.58883 -0.19202
O 4.61411 -2.45083 3.34898
H 0.57711 -2.05183 -3.22102
H 2.80911 3.15517 1.23798
C 0.34811 -0.23983 0.05598
H 5.45811 -4.74583 2.51998
H -3.10489 -0.34283 -2.81602
H -0.65689 4.49417 -3.88302
H 0.46811 5.19917 -1.64902
H -1.66089 -1.78883 -2.89602
H 0.16711 1.33917 -1.32702
H -4.13589 0.15317 -1.63802
O -3.53289 3.78217 1.67498
C 0.79011 3.59817 -2.73302
N -1.70089 -2.92383 0.49398
H -2.46589 0.18517 -1.17202
H 1.95111 0.07617 -1.55902
H -1.81989 3.32017 1.15298
H 2.15211 3.82017 2.65398
H -2.08189 4.94617 -0.90302
O -0.70489 0.52917 -3.23302
H -1.90889 0.99417 -4.98802
H 2.29411 2.61317 -2.52302
C -4.07589 -0.91983 2.61098
O 0.79611 -0.61683 1.33898
C -0.17489 -2.69183 -3.69202
O 0.79211 3.15617 1.37598
H 1.89211 -2.19783 2.79798
C 2.45611 -2.94883 3.28498
O 2.84111 0.06417 -1.80302
N 0.34011 1.00417 -0.32902
H 0.45411 4.04117 1.14298
C 3.85211 0.57017 1.09898
H -1.40289 3.14617 -2.84502
H -1.92289 -0.35583 1.42298
H -3.65189 5.33217 -0.37802
H -1.76489 -0.74483 -4.68502
H 0.54411 1.61117 0.45198
H 0.53311 -4.44583 0.42898
N -0.90589 -2.72683 2.48698
C 0.71911 4.26517 -1.41802
H 3.41611 -1.63583 -0.61102
H -1.03989 -2.22783 0.04698
C -1.26889 0.19917 -4.58202
H -0.16289 1.28417 -3.29102
*
```



2.
An isolated molecule of C4H5NO. Source: OMol25; level of theory: ωB97M-V/def2-TZVPD.

**HOMO-LUMO gap**: 9.90 eV
**F_max**: 0.70 eV/Å
**E_HOMO**: -9.40 eV
**Energy above the lowest of the compared OMol25 structures with the same formula, charge and spin**: 138.7 kJ/mol
**E_tot**: -7765.089 eV

```
! wB97M-V def2-TZVPD RIJCOSX def2/J DEFGRID3
* xyz 0 1
H -2.27022 -1.19495 0.07424
H -2.50221 0.51129 -0.29900
H -2.53504 -0.02743 1.40538
H 3.30202 0.00316 -0.05647
H 2.75201 0.76600 -1.70203
C -0.60445 0.02190 0.55607
C 2.53442 0.27227 -0.77187
C 1.30683 -0.12706 -0.63215
C -2.07948 -0.18279 0.43090
O -0.05048 0.47728 1.52649
N 0.14661 -0.51967 -0.53156
*
```



3.
A cluster of 9 separate species, C21H51NO8S5 in total at a distorted geometry. Source: OMol25; level of theory: ωB97M-V/def2-TZVPD.

**HOMO-LUMO gap (alpha / beta)**: 2.26 / 6.98 eV
**F_max**: 4.74 eV/Å
**E_HOMO (alpha / beta)**: -0.13 / -4.85 eV
**E_tot**: -94643.807 eV

```
! wB97M-V def2-TZVPD RIJCOSX def2/J DEFGRID3
* xyz -1 2
H -26.80241 -7.95898 -16.62121
H -20.84467 -10.88445 -7.63999
H -26.83564 -8.80455 -15.07985
H -21.96729 -9.14871 -17.76680
C -18.11588 -10.03680 -14.09176
H -18.04645 -9.66751 -15.11494
H -24.29959 -16.91096 -16.04029
H -20.38655 -16.06221 -11.64893
H -26.28396 -12.62071 -10.51078
O -19.87593 -9.26556 -9.60351
C -22.42605 -14.74810 -10.94222
C -28.68375 -5.70542 -16.19839
S -27.81025 -6.59641 -14.84178
H -23.29770 -6.37737 -15.17598
C -23.88692 -6.26256 -16.08579
H -20.15909 -15.21899 -13.15444
O -23.69147 -12.39034 -18.02811
H -19.11459 -14.84413 -11.71398
H -26.86709 -14.26204 -11.07018
H -21.03899 -12.00945 -18.74702
H -20.86839 -12.98388 -17.30014
H -24.16718 -6.20004 -18.72139
C -22.65533 -15.05037 -15.14099
H -22.88486 -10.30331 -10.47213
H -25.69617 -13.38972 -11.98899
C -21.22136 -14.16034 -11.72215
H -22.42763 -16.00153 -15.62217
C -21.08663 -11.97788 -17.65852
C -24.18484 -14.93064 -15.18911
O -21.56759 -5.25472 -17.31590
H -19.09322 -12.19121 -15.56477
H -22.64327 -8.65324 -10.08628
H -22.21323 -15.57527 -10.26501
H -23.48381 -4.66756 -19.31965
C -20.85266 -9.93255 -9.58028
H -27.99755 -5.67494 -17.04473
H -23.17318 -15.03857 -11.68081
S -28.03764 -12.43619 -12.15717
H -28.35443 -8.67729 -16.07658
H -22.23627 -14.21254 -15.69823
C -27.42917 -8.19503 -15.76124
S -23.05115 -4.86105 -17.00216
H -24.97541 -4.60674 -18.37032
H -29.57774 -6.30234 -16.37888
H -22.40698 -10.03686 -19.20346
H -27.87829 -13.52252 -14.25110
C -19.43356 -12.34910 -14.54137
C -28.48442 -13.79397 -13.38681
S -19.80911 -10.70141 -13.82548
C -20.92169 -11.15180 -8.69388
O -21.23171 -13.01108 -12.12778
H -18.66033 -12.78954 -13.91191
O -20.63951 -10.00821 -14.89667
H -28.95581 -4.68927 -15.91284
C -26.56996 -13.25193 -11.35213
H -25.15806 -15.72101 -16.84958
H -20.37233 -12.89382 -14.64184
H -25.77548 -16.27032 -15.15761
H -20.41297 -11.23414 -17.23293
H -23.79485 -7.19948 -16.63515
O -24.78262 -13.85842 -14.88053
H -29.55481 -13.75167 -13.58827
H -23.02465 -13.99140 -10.43510
C -24.94794 -16.05916 -15.83488
C -22.69025 -9.86019 -18.16585
H -24.14475 -11.70513 -13.10456
H -22.32110 -15.15374 -14.10866
O -28.87529 -6.86467 -13.78309
H -22.91842 -11.44001 -14.43736
H -21.72765 -9.46959 -11.46472
H -17.33079 -10.78567 -13.98726
O -27.54827 -11.27127 -13.05377
C -22.11270 -9.53440 -10.44706
H -20.11596 -11.84899 -8.92373
S -22.82809 -11.44357 -17.22482
N -24.25248 -8.67523 -14.04750
H -28.23610 -14.76657 -12.96196
C -23.38559 -11.05063 -13.53279
C -23.84797 -9.71377 -13.83976
H -23.69085 -9.42794 -18.17350
C -24.03439 -5.13980 -18.50605
H -24.94272 -6.05175 -15.91571
H -17.88964 -9.24470 -13.37798
H -21.86952 -11.68566 -8.76247
C -20.11271 -15.09589 -12.07241
H -22.62228 -10.90326 -12.76876
*
```



4.
A cluster of 4 separate species, C30H32BrClFN4O17P2 in total at a distorted geometry. Source: OMol25; level of theory: ωB97M-V/def2-TZVPD.

**HOMO-LUMO gap**: 7.16 eV
**F_max**: 6.32 eV/Å
**E_HOMO**: -11.24 eV
**E_tot**: -176244.266 eV

```
! wB97M-V def2-TZVPD RIJCOSX def2/J DEFGRID3
* xyz 1 1
H 2.77859 3.20920 1.44480
H 0.52683 1.75636 -4.12934
H -2.53744 0.83036 -6.32286
O -3.56895 2.33870 4.26442
H -3.70901 1.87239 -7.43398
O -6.99342 -3.36648 0.70900
H 0.44845 0.09350 -7.51519
O -1.32209 3.39665 0.32903
C -6.11157 -4.29891 0.25007
P -0.11871 3.92618 1.42103
H 2.39455 1.91464 -3.95059
C 5.84474 1.45242 2.21284
H -7.54628 -5.83788 0.00399
O 3.88880 0.26676 2.78974
C -3.71837 -4.88967 -0.33819
Cl 1.49909 3.15628 -1.66377
P 1.52518 2.47946 1.56135
H 0.67968 2.65920 -7.43912
C 7.34947 2.00162 4.08790
F -0.17384 -3.13579 -2.43798
C 5.28630 0.81531 4.60097
H -1.69071 3.41114 -7.92419
C -1.38766 -0.52920 6.44383
H -4.42638 1.21419 6.48017
Br -1.39740 -1.51311 1.26156
N 1.52676 1.34971 0.19460
C -4.68351 -3.88987 0.12850
O 0.55360 5.36823 0.75472
O 7.83539 2.62119 1.78248
C -2.91590 1.40083 5.00672
H 5.56390 1.45292 1.16790
C -0.85073 -0.03162 5.32709
N 1.55005 0.09039 -3.23253
H 1.61194 -0.09750 2.80460
H -2.68226 -4.58490 -0.40492
H -2.94256 2.63307 -5.91377
C -2.78277 1.85748 -6.75641
C -6.51277 -5.52891 -0.07741
C 1.54432 -0.82830 1.91333
O -4.35491 -2.75033 0.41971
O -3.20555 -0.59343 7.92437
O -0.95257 -1.40544 -3.79544
N 1.52483 1.53396 -1.15771
C 0.02339 -1.97784 -3.26972
H 1.86428 -1.62943 -4.60881
C 1.53722 0.29330 -1.89085
H 8.57439 2.94536 2.33597
O -3.23331 -7.06080 -1.09512
O 0.63648 -2.97259 2.68894
H 2.20697 -1.99175 -2.85254
H -2.11463 3.06016 0.82616
H -6.46089 -2.56389 0.87324
C 4.92759 0.80463 3.15356
C 1.51402 -1.38477 -3.55657
O 8.39771 2.50749 4.44302
C 0.28403 0.65611 -6.51714
C 6.97713 2.01473 2.64414
O -1.12284 1.42078 3.48988
C 1.53375 1.19069 -4.23243
H 2.42566 -0.08765 -5.96916
H -3.76728 -7.86215 -1.26530
C -4.11854 -6.12128 -0.66266
H -1.48918 1.74415 -8.69287
O 4.41195 0.23074 5.46855
H 0.12730 -0.33276 4.97570
O -5.88376 -7.64953 -0.88963
C -2.73872 -0.10507 6.91161
C -0.18173 2.19260 -6.82104
N 1.50696 -0.66996 -0.80876
H 0.17115 5.49891 -0.14846
O -0.72329 -1.44445 7.19917
C -5.55139 -6.52280 -0.56736
C 1.72939 0.80156 -5.76107
H 6.69221 1.38650 6.07917
C -3.45512 0.90157 6.12079
H -1.31991 -1.64665 7.94750
O -0.69160 4.30169 2.80721
C -1.57768 0.95614 4.52474
H 2.23215 1.70786 -6.28076
H 2.53312 -1.42930 1.95322
C -1.52876 2.28669 -7.68885
H -0.44915 0.09604 -5.84437
C 0.36758 -1.91220 2.06136
H -0.26029 2.79818 -5.85383
C 1.52433 -0.06330 0.51830
H -2.97452 2.53631 3.51514
C 6.41909 1.37386 5.03232
H 3.67760 -0.09866 4.91629
*
```



5.
A cluster of 2 separate species, C3H10NOP in total at a distorted geometry. Source: OMol25; level of theory: ωB97M-V/def2-TZVPD.

**HOMO-LUMO gap (alpha / beta)**: 8.72 / 8.73 eV
**F_max**: 7.46 eV/Å
**E_HOMO (alpha / beta)**: -8.73 / -8.71 eV
**Energy above the lowest of the compared OMol25 structures with the same formula, charge and spin**: 641.9 kJ/mol
**E_tot**: -16093.854 eV

```
! wB97M-V def2-TZVPD RIJCOSX def2/J DEFGRID3
* xyz 0 1
C 0.52148 0.87957 -1.52377
H -0.45523 -1.64846 1.71446
C 1.52839 0.39317 0.62184
N 0.43876 0.33184 -0.21545
H -2.01883 -1.97904 1.12883
H 1.12885 0.30275 1.67408
C -1.08231 -1.60082 0.84381
H -0.52924 -2.06029 0.06841
H 2.19263 -0.43962 0.34535
H -0.48147 0.77751 -1.84371
H 0.86994 1.94281 -1.56664
H 1.98103 1.34179 0.70576
P -1.09715 0.13166 0.38066
H 1.06738 0.25670 -2.30403
H -1.42958 0.89954 1.36827
O -2.63467 0.47089 -1.39785
*
```